Computed, not measured: a cluster of 2 separate species, H2N2OS in total at a distorted geometry, with ωB97M-V/def2-TZVPD.

```
6
Properties=species:S:1:pos:R:3
N -1.31 0.80 0.56
N -1.60 1.00 1.63
O -1.04 0.64 -0.58
S 1.80 -0.69 -0.11
H 1.25 -0.14 -1.10
H 0.90 -1.62 -0.41
```

Computed properties:
F_max, eV Å⁻¹: 5.2
HOMO level (alpha / beta), eV: -3.517 / -9.809
E_tot, hartree: -583.806688
Kohn-Sham gap (alpha / beta), eV: 3.862 / 4.755
2S+1: 3
⟨S²⟩: 2.01


Computed, not measured: a cluster of 2 separate species, H2N3O2S in total at a distorted geometry, with ωB97M-V/def2-TZVPD.

```
8
Properties=species:S:1:pos:R:3
N 0.83 -0.52 0.82
N 0.99 0.51 -0.15
N -1.12 0.18 -0.92
O 1.19 1.58 0.45
O -1.52 1.16 -1.57
S -1.70 -1.33 -0.82
H 0.40 -1.35 0.41
H 0.94 -0.22 1.79
```

Computed properties:
F_max, eV Å⁻¹: 4.0
Net charge: -1
HOMO level, eV: -2.795
E_tot, hartree: -714.016430
Kohn-Sham gap, eV: 6.865


Computed, not measured: the ion H2N3O3P with charge -2 at a distorted geometry, with ωB97M-V/def2-TZVPD.

```
9
Properties=species:S:1:pos:R:3
H 1.41 1.08 -0.70
N 0.40 0.62 -0.62
N -0.19 1.54 0.12
N -1.41 1.46 0.47
P -2.60 0.02 0.01
O -2.88 -0.22 -1.45
O -3.77 0.17 0.95
O -1.72 -1.39 0.50
H -1.04 -1.13 -0.19
```

Computed properties:
F_max, eV Å⁻¹: 2.7
Net charge: -2
Structure (SMILES): [H]/N=N/N=P([O-])([O-])O
HOMO level, eV: 0.936
E_tot, hartree: -732.539482
Kohn-Sham gap, eV: 6.654


Computed, not measured: a structure of composition H2N3P3 at a distorted geometry, with ωB97M-V/def2-TZVPD.

```
8
Properties=species:S:1:pos:R:3
N -0.37 0.79 -1.07
N -0.17 -0.13 1.36
N 0.79 -1.41 -0.35
P 1.11 0.64 -1.90
P 1.13 -1.31 1.26
P -0.77 -0.66 -0.20
H -1.00 1.70 -1.16
H -0.71 0.38 2.06
```

Computed properties:
F_max, eV Å⁻¹: 3.3
HOMO level (alpha / beta), eV: -6.782 / -6.805
E_tot, hartree: -1189.448919
Kohn-Sham gap (alpha / beta), eV: 6.154 / 6.146